[1]
{"formula": "C8H24O4", "method": "ωB97M-V with the def2-TZVPD basis set", "species": ["C", "C", "O", "H", "H", "H", "H", "H", "H", "C", "C", "O", "H", "H", "H", "H", "H", "H", "C", "C", "O", "H", "H", "H", "H", "H", "H", "C", "C", "O", "H", "H", "H", "H", "H", "H"], "xyz": [[17.049200, -0.028000, -19.889100], [17.405270, -0.721520, -18.630920], [18.529930, -1.512590, -18.904710], [17.788080, 0.629220, -20.347580], [16.100910, 0.482980, -19.722450], [16.842630, -0.796840, -20.633610], [16.637240, -1.397140, -18.254420], [17.538730, -0.072360, -17.765540], [18.640850, -2.041230, -18.111080], [20.564260, -2.176740, -20.023210], [19.822030, -1.107630, -20.895240], [18.406630, -1.271590, -21.063480], [20.185070, -3.198650, -20.026180], [20.572210, -1.949760, -18.957140], [21.629510, -2.243770, -20.244240], [20.289880, -1.113070, -21.879710], [19.991200, -0.088510, -20.547570], [17.982910, -1.151320, -20.210480], [16.927430, -4.359680, -18.552330], [18.424130, -4.554210, -18.918120], [19.205910, -4.466650, -17.704390], [16.395030, -4.456470, -19.498530], [16.765870, -3.372700, -18.118890], [16.654570, -4.948930, -17.676870], [18.756380, -3.897430, -19.722070], [18.561360, -5.584620, -19.246050], [20.096350, -4.656860, -18.008580], [21.028270, 0.901310, -21.679860], [21.672280, 2.172950, -21.140630], [21.660640, 2.360860, -19.698420], [21.423320, 0.585590, -22.645450], [19.947570, 1.016440, -21.596570], [21.380400, 0.136870, -20.987230], [21.131650, 2.978100, -21.638170], [22.692690, 2.281360, -21.508200], [20.741910, 2.562280, -19.506130]], "forces_ev_per_a": [[-3.9367, 2.1371, 0.2652], [-0.5770, 0.1531, 2.0632], [0.1012, -0.3412, 4.2353], [-0.2283, 0.2020, 0.5772], [0.0241, 0.4403, 0.1618], [-1.9619, 1.1272, 0.0270], [-0.7042, 0.1040, -0.5390], [0.5331, 0.5434, -0.1556], [0.4934, -0.4952, 0.1600], [0.7065, 0.3031, 0.4040], [-1.1864, -2.0708, 0.6969], [3.5857, -1.9033, -3.7384], [0.0588, 0.3608, -0.8056], [0.0190, 0.3541, -0.1436], [0.1095, 0.0757, -0.5748], [-0.5684, -0.3977, -0.0809], [-1.0077, -1.9340, 1.3014], [2.2201, -1.7962, -2.0550], [1.6659, 0.7404, 0.1304], [-1.1693, -1.1217, 1.0969], [-0.1395, 0.7404, -0.7906], [-0.5955, -0.2640, 0.5013], [0.0741, 0.3688, -0.5492], [-0.2111, -0.8831, -0.6810], [-0.3813, 0.0787, 0.3926], [-0.2084, -0.1298, -0.4220], [0.3476, 0.0397, 0.3928], [2.4311, 1.6252, 1.0227], [0.1325, 0.8739, -1.0050], [-0.2249, -0.5324, -1.4149], [-0.3822, 0.5451, -0.2777], [0.3291, 0.0526, -0.8481], [0.5128, 0.5425, -0.4994], [0.0219, 0.5800, 0.2706], [0.1805, -0.1730, 0.4927], [-0.0642, 0.0540, 0.3888]], "mulliken_charge": [-1.16, -0.30, -0.59, 0.11, 0.44, 0.38, 0.23, 0.32, 0.38, -1.31, -0.42, -0.72, 0.35, 0.34, 0.40, 0.50, 0.19, 0.82, -0.98, -0.10, -0.55, 0.32, 0.02, 0.38, 0.07, 0.51, 0.33, -0.76, -0.65, -0.51, 0.34, 0.44, 0.19, 0.32, 0.39, 0.29], "spin_multiplicity": 1, "homo_lumo_gap_ev": 9.69, "homo_energy_ha": -0.333}



[2]
{"formula": "C14H16O", "method": "ωB97M-V with the def2-TZVPD basis set", "species": ["C", "C", "C", "C", "C", "O", "C", "C", "H", "H", "H", "H", "H", "H", "H", "H", "C", "C", "C", "C", "C", "C", "C", "H", "H", "H", "H", "H", "H", "H", "H"], "xyz": [[0.486612, -1.912395, 2.509995], [0.126338, -1.909616, 1.082527], [0.824534, -2.700316, 0.127604], [0.428763, -2.678219, -1.210162], [-0.542714, -1.832632, -1.648318], [-0.793803, -1.768252, -3.001353], [-1.145583, -0.966098, -0.662718], [-0.734095, -0.928917, 0.654953], [1.040776, -0.966667, 2.688622], [1.198118, -2.694508, 2.947063], [-0.343260, -1.786453, 3.100541], [1.573361, -3.393423, 0.472092], [0.876692, -3.475770, -1.906778], [-1.715312, -1.258468, -3.104810], [-2.074246, -0.510645, -1.031672], [-1.208978, -0.273465, 1.364511], [1.205774, 2.035396, 2.498982], [0.672244, 2.136028, 1.081100], [1.419579, 1.803502, -0.030909], [0.692803, 1.705993, -1.294883], [-0.641586, 2.084800, -1.417500], [-1.376147, 2.594771, -0.271377], [-0.742690, 2.576176, 0.941718], [0.675972, 2.716955, 3.137618], [2.097951, 2.679346, 2.535682], [1.463620, 1.043066, 2.647995], [2.299989, 1.190846, 0.091210], [1.110116, 1.139485, -2.084550], [-1.068671, 2.032071, -2.404920], [-2.456324, 2.829278, -0.498532], [-1.162374, 2.823523, 1.890673]], "forces_ev_per_a": [[3.6455, 0.2736, 0.5233], [2.4948, -0.7904, -1.0479], [-1.7909, 0.6243, 0.7423], [1.8726, -2.3470, -0.6497], [-0.4317, 1.5755, 1.3491], [-3.5689, 1.6125, 0.3228], [-0.5124, -0.9197, -2.3646], [-1.2425, -0.8700, -0.9716], [-0.0617, -0.3975, 0.0187], [-1.2870, 0.6458, -1.0089], [-2.0986, -0.2032, 1.5891], [0.0847, -0.1713, -0.0031], [-0.6110, 1.6075, 0.8916], [3.0656, -1.6349, 0.1812], [0.5622, 0.6329, 0.4203], [-0.1896, 0.1432, 0.0742], [0.9203, 3.4406, -2.2663], [-2.1440, 1.2005, -0.2458], [-2.7014, -1.3293, -1.2256], [-0.3910, 0.4396, 2.2254], [0.8729, 0.8963, 1.4990], [-0.0887, -0.8631, -2.1885], [2.7232, -0.7122, -0.1003], [-1.2831, -1.0367, 0.9987], [0.6394, -0.7631, -0.3673], [0.1478, -1.6565, 1.4540], [0.5867, 0.5135, -0.0959], [0.7086, -0.0822, -0.8777], [-0.4320, -0.1068, -0.0104], [1.3000, -0.0108, 0.8855], [-0.7898, 0.2890, 0.2483]], "mulliken_charge": [-1.27, 0.72, -0.79, -0.20, 0.53, -0.59, -0.31, -0.69, 0.11, 0.33, 0.41, 0.38, 0.26, 0.34, 0.27, 0.55, -1.25, 0.72, -0.37, -0.45, -0.44, -0.58, -0.44, 0.45, 0.37, 0.05, 0.35, 0.44, 0.43, 0.30, 0.39], "spin_multiplicity": 1, "homo_lumo_gap_ev": 8.83, "homo_energy_ha": -0.297}



[3]
{"formula": "C31H28AuN4O2", "method": "ωB97M-V with the def2-TZVPD basis set", "species": ["Au", "C", "O", "C", "N", "C", "C", "C", "C", "C", "C", "C", "C", "C", "C", "C", "C", "N", "C", "N", "C", "C", "O", "C", "C", "C", "C", "C", "C", "H", "H", "H", "H", "H", "H", "H", "H", "H", "H", "H", "H", "H", "H", "H", "H", "H", "H", "H", "C", "C", "C", "C", "C", "C", "C", "C", "N", "H", "H", "H", "H", "H", "H", "H", "H", "H"], "xyz": [[-0.280443, 0.924429, 0.856034], [1.099561, 4.880649, -0.585480], [1.807583, 3.882900, -1.379658], [1.355992, 2.705235, -0.971400], [0.387198, 2.687511, -0.146923], [-0.007700, 4.082483, 0.130898], [-0.106919, 4.369577, 1.606059], [-1.185900, 5.071803, 2.116718], [-1.262372, 5.347111, 3.477317], [-0.259951, 4.918248, 4.330010], [0.828418, 4.215983, 3.821718], [0.904372, 3.945085, 2.466898], [1.961954, 1.465242, -1.490223], [2.986532, 1.440007, -2.421711], [3.444097, 0.195314, -2.832345], [2.866271, -0.950622, -2.308771], [1.840794, -0.813926, -1.377427], [1.404990, 0.369047, -0.976676], [1.167335, -1.984800, -0.782250], [0.200379, -1.921321, 0.023757], [-0.117001, -3.302580, 0.405137], [0.740492, -4.154994, -0.555270], [1.643404, -3.188901, -1.153529], [-1.597208, -3.597289, 0.349506], [-2.062113, -4.822798, 0.819616], [-3.412312, -5.132123, 0.767360], [-4.314909, -4.212723, 0.248985], [-3.857312, -2.988348, -0.214588], [-2.503641, -2.678713, -0.163831], [0.731768, 5.645112, -1.262715], [1.818989, 5.309132, 0.110387], [-0.978881, 4.241394, -0.341325], [-1.978576, 5.400882, 1.455096], [-2.108019, 5.896892, 3.868409], [-0.319782, 5.132510, 5.388699], [1.617553, 3.886730, 4.485840], [1.756582, 3.398294, 2.073243], [3.401949, 2.360404, -2.805928], [4.243292, 0.120630, -3.556788], [3.190859, -1.936862, -2.606442], [0.217694, -3.440292, 1.439319], [0.150923, -4.606293, -1.353062], [1.344522, -4.912577, -0.064021], [-1.364256, -5.541820, 1.235965], [-3.761322, -6.088986, 1.132769], [-5.369208, -4.452153, 0.206533], [-4.556288, -2.267010, -0.618500], [-2.150809, -1.717209, -0.511857], [-3.515969, -1.619527, 2.912419], [-2.342679, -1.380317, 3.795606], [-2.334308, -1.816263, 5.104474], [-1.216134, -1.595283, 5.898753], [-0.072557, -0.942164, 5.431913], [-0.024881, -0.461908, 4.145816], [1.192754, 0.227732, 3.640548], [-1.186098, -0.653536, 3.287306], [-1.275087, -0.209669, 2.071414], [-4.225407, -2.289686, 3.393919], [-3.199144, -2.035211, 1.956097], [-4.017850, -0.676505, 2.689261], [-3.188794, -2.341386, 5.509928], [-1.227092, -1.955339, 6.921012], [0.776986, -0.819050, 6.090664], [1.998280, 0.166590, 4.369923], [0.961452, 1.279563, 3.447452], [1.528145, -0.200706, 2.695443]], "forces_ev_per_a": [[-0.0589, 0.4231, 0.1529], [0.0583, -0.0127, -0.0510], [0.0450, -0.0363, -0.0419], [0.0432, -0.0562, -0.1354], [-0.0776, -0.0488, 0.2019], [-0.0436, -0.0378, 0.0153], [0.1024, -0.0515, 0.0232], [-0.0667, -0.0041, 0.0491], [-0.0291, 0.0231, -0.0294], [0.0612, -0.0365, 0.0003], [-0.0439, 0.0382, 0.0457], [0.0264, 0.0329, -0.0719], [-0.0648, -0.1843, 0.0366], [-0.0499, -0.0111, 0.0443], [-0.0166, -0.0490, 0.0208], [0.0464, 0.0534, -0.0476], [0.1327, 0.0943, -0.1188], [0.2054, 0.1986, -0.1574], [-0.0038, -0.0895, -0.0683], [0.0506, -0.1761, 0.1486], [-0.1215, 0.0663, 0.0694], [0.0428, 0.0232, -0.0538], [0.0343, -0.0855, -0.0185], [0.0157, -0.0212, -0.0111], [-0.0043, 0.0027, 0.0405], [0.0014, 0.0135, 0.0285], [0.0006, 0.0425, -0.0326], [-0.0218, -0.0922, -0.1224], [0.0384, -0.0806, -0.2164], [-0.0132, -0.0033, 0.0039], [-0.0165, 0.0138, 0.0078], [-0.0189, 0.0555, 0.0437], [0.0020, -0.0055, -0.0082], [-0.0042, -0.0031, -0.0076], [0.0016, 0.0010, 0.0010], [0.0017, -0.0006, -0.0085], [-0.0453, 0.0137, 0.0161], [0.0034, 0.0024, -0.0026], [-0.0005, -0.0038, -0.0034], [0.0047, 0.0061, -0.0083], [0.0193, -0.0049, -0.0066], [-0.0135, 0.0090, 0.0021], [-0.0228, -0.0199, 0.0054], [0.0033, 0.0010, -0.0055], [0.0041, -0.0018, 0.0008], [-0.0002, 0.0033, -0.0012], [0.0008, 0.0040, 0.0100], [0.0095, 0.0002, 0.0145], [0.0323, 0.0077, 0.1072], [-0.0021, -0.0004, 0.0793], [0.0332, -0.0146, -0.0286], [-0.0376, -0.0304, 0.0217], [0.0198, 0.0271, -0.0546], [-0.0063, -0.0897, 0.1098], [0.0059, 0.0455, 0.0318], [0.1311, -0.0670, -0.1856], [-0.3906, 0.0277, -0.0302], [-0.0121, -0.0029, -0.0035], [-0.0459, 0.0695, 0.2079], [0.0143, 0.0160, -0.0189], [-0.0008, 0.0032, 0.0004], [0.0127, 0.0078, 0.0038], [-0.0020, 0.0023, 0.0046], [-0.0027, 0.0226, 0.0089], [0.0335, -0.0095, -0.0194], [-0.0006, -0.0205, 0.0114]], "mulliken_charge": [0.44, -0.60, -0.45, 0.75, -0.47, -0.39, 0.35, -0.51, -0.66, -0.50, -0.58, -0.20, 0.23, -0.58, -0.47, -0.73, 0.26, 0.01, -0.05, 0.22, -0.09, -0.49, -0.45, 0.21, -0.50, -0.61, -0.50, -0.41, -0.31, 0.31, 0.38, 0.62, 0.38, 0.41, 0.42, 0.45, 0.37, 0.51, 0.45, 0.51, 0.38, 0.34, 0.34, 0.43, 0.41, 0.42, 0.39, 0.25, -1.06, 1.32, -1.14, -0.38, -1.09, 1.35, -1.24, 0.28, -0.52, 0.40, 0.04, 0.35, 0.41, 0.41, 0.43, 0.44, 0.10, 0.24], "spin_multiplicity": 1, "homo_lumo_gap_ev": [6.42, 6.42], "charge": 1, "homo_energy_ha": [-0.397, -0.397]}